# 1
90
Properties=species:S:1:pos:R:3:forces:R:3:mulliken_charge:R:1 method="wB97M-V/def2-TZVPD" homo_ha=-0.1194 charge=-1 lumo_energy_ev=-0.0084
N 1.698 -2.901 12.812 -0.30 0.04 -0.11 -0.60
C 0.684 -2.421 11.828 0.43 0.68 0.36 -0.39
C 1.299 -2.123 10.458 -0.15 -0.40 -0.49 -0.75
B 1.119 -3.329 9.364 0.46 -0.33 -0.05 0.26
P 1.770 -2.637 7.668 -1.01 1.24 0.14 -0.19
N 1.387 -3.791 6.377 -0.14 -0.09 1.28 -0.79
O 3.444 -2.614 7.835 0.09 -0.68 -0.43 -0.52
H 1.509 -2.453 13.699 0.05 -0.25 0.10 0.20
H 1.619 -3.901 12.944 0.07 0.02 0.00 0.22
H 0.299 -1.482 12.251 -0.07 -0.11 -0.02 0.33
H -0.172 -3.103 11.775 0.10 -0.03 -0.19 0.18
H 0.870 -1.197 10.049 -0.06 -0.06 0.11 0.26
H 2.371 -1.931 10.585 -0.12 0.12 0.21 0.30
H -0.039 -3.660 9.166 -0.08 0.07 0.02 -0.19
H 1.802 -4.314 9.677 0.00 -0.10 0.00 -0.24
H 1.055 -3.274 5.579 -0.04 0.02 0.07 0.53
H 2.216 -4.308 6.132 -0.21 -0.59 0.53 0.51
H 3.725 -3.399 8.329 -0.06 0.14 0.16 0.29
C 3.073 -3.356 4.071 -0.01 -0.28 -0.22 -0.07
C 3.914 -4.165 3.314 -0.01 0.09 -0.01 -0.94
C 4.758 -3.611 2.365 -0.01 -0.15 0.05 -0.63
C 4.758 -2.238 2.157 -0.06 0.16 0.01 0.27
C 3.895 -1.422 2.902 0.09 -0.03 -0.10 0.04
C 3.065 -1.985 3.863 -0.10 -0.02 0.06 -0.10
C 3.844 0.046 2.663 -0.12 0.04 0.16 0.43
O 3.106 0.767 3.298 -0.01 0.04 -0.06 -0.66
C 4.726 0.620 1.599 0.02 -0.10 -0.03 0.31
C 4.654 1.978 1.319 0.01 0.17 -0.07 -0.66
C 5.469 2.529 0.345 0.06 -0.04 -0.02 -0.48
C 6.369 1.725 -0.348 0.01 0.04 0.07 -0.48
C 6.443 0.370 -0.074 0.10 0.12 -0.11 -0.71
C 5.615 -0.189 0.893 -0.07 -0.01 0.05 0.38
C 5.681 -1.659 1.149 0.11 -0.18 -0.05 0.60
O 6.468 -2.354 0.536 -0.01 0.04 -0.04 -0.69
H 2.407 -3.782 4.834 1.04 0.50 -1.52 -0.23
H 3.913 -5.237 3.468 0.00 0.00 0.01 0.42
H 5.416 -4.241 1.782 0.05 0.09 -0.04 0.47
H 2.410 -1.351 4.450 0.07 0.05 0.01 0.53
H 3.955 2.599 1.863 -0.02 -0.10 0.07 0.50
H 5.406 3.586 0.123 0.00 0.00 0.00 0.44
H 7.010 2.157 -1.106 0.00 0.00 0.01 0.41
H 7.137 -0.262 -0.613 -0.04 -0.09 0.06 0.46
C 2.340 0.296 -1.310 0.02 0.01 -0.03 -0.53
C 3.410 0.885 -1.974 -0.10 -0.05 -0.01 -0.49
C 3.195 1.949 -2.833 0.11 -0.08 0.05 -0.87
C 1.906 2.423 -3.042 -0.13 0.00 0.01 0.31
C 0.827 1.816 -2.393 0.03 0.08 -0.08 0.23
C 1.051 0.759 -1.519 0.06 -0.10 0.08 -0.75
C -0.567 2.275 -2.636 -0.11 -0.10 0.11 0.44
O -1.505 1.752 -2.070 -0.05 0.04 -0.02 -0.65
C -0.784 3.391 -3.602 0.10 0.00 -0.01 0.15
C -2.080 3.802 -3.888 -0.10 0.14 -0.08 -0.07
C -2.296 4.847 -4.772 0.05 0.01 -0.01 -0.58
C -1.218 5.492 -5.368 -0.02 -0.03 0.02 -0.48
C 0.075 5.083 -5.090 -0.07 0.11 -0.10 -0.70
C 0.297 4.027 -4.215 -0.03 -0.08 0.07 0.26
C 1.696 3.580 -3.955 0.17 0.07 -0.07 0.51
O 2.635 4.144 -4.478 -0.02 0.01 -0.01 -0.67
H 2.512 -0.530 -0.631 0.00 0.01 0.00 0.52
H 4.413 0.514 -1.817 -0.01 -0.01 0.02 0.75
H 4.026 2.414 -3.346 -0.07 0.08 -0.03 0.46
H 0.216 0.300 -1.008 -0.06 0.06 -0.05 0.50
H -2.922 3.307 -3.427 0.16 -0.07 0.04 0.32
H -3.307 5.161 -4.997 0.00 -0.01 0.00 0.46
H -1.388 6.312 -6.053 0.00 0.00 0.00 0.39
H 0.917 5.578 -5.554 0.07 -0.08 0.05 0.48
C -8.010 -1.522 -8.851 -0.01 0.04 0.01 -0.47
C -8.506 -0.228 -8.970 0.03 -0.03 0.02 -0.46
C -8.126 0.747 -8.063 -0.09 -0.01 -0.13 -0.54
C -7.256 0.430 -7.027 0.05 -0.07 0.07 0.23
C -6.777 -0.874 -6.896 0.00 0.10 0.05 0.14
C -7.148 -1.845 -7.817 -0.07 -0.08 -0.12 -0.55
C -5.879 -1.249 -5.764 0.08 -0.16 0.04 0.62
O -5.460 -2.382 -5.655 -0.01 0.00 -0.01 -0.66
C -5.521 -0.198 -4.772 -0.06 0.07 -0.05 0.10
C -4.731 -0.535 -3.679 0.07 0.02 0.11 -0.83
C -4.377 0.434 -2.755 -0.02 -0.02 0.01 -0.33
C -4.805 1.746 -2.923 -0.11 -0.07 -0.01 -0.53
C -5.596 2.087 -4.006 0.06 0.08 0.14 -0.49
C -5.965 1.117 -4.930 0.00 -0.11 -0.08 0.16
C -6.843 1.497 -6.070 -0.05 0.19 0.00 0.57
O -7.219 2.642 -6.218 0.00 -0.01 -0.01 -0.68
H -8.302 -2.281 -9.566 0.00 0.00 0.00 0.40
H -9.189 0.019 -9.772 0.01 0.00 0.00 0.39
H -8.504 1.756 -8.154 0.07 0.03 0.08 0.47
H -6.764 -2.851 -7.718 0.04 0.03 0.10 0.47
H -4.397 -1.556 -3.554 -0.04 -0.02 -0.10 0.48
H -3.765 0.171 -1.903 0.04 0.03 -0.02 0.44
H -4.522 2.502 -2.202 -0.01 -0.05 0.05 0.57
H -5.935 3.106 -4.137 -0.07 -0.04 -0.08 0.50

---

# 2
44
Properties=species:S:1:pos:R:3:forces:R:3:mulliken_charge:R:1 method="wB97M-V/def2-TZVPD" homo_ha=-0.3053 smiles="O=C(CN(c1ccc(F)cc1)S(=O)(=O)c1ccccc1)NCc1ccco1" lumo_energy_ev=0.2398
O 1.080 3.780 0.203 0.33 0.23 0.05 -0.68
C 0.350 2.921 -0.239 -0.09 -0.18 -0.35 0.74
N -0.840 2.583 0.294 -0.33 0.04 0.03 -0.01
H -1.382 1.831 -0.113 0.12 0.07 0.10 0.26
C -1.225 2.983 1.636 0.22 -0.08 0.12 -1.29
C -1.181 1.799 2.546 -0.86 -0.15 -0.24 0.56
C -2.054 0.763 2.710 0.32 0.60 -0.07 -0.32
C -1.454 -0.114 3.646 0.49 0.11 0.27 -0.67
C -0.260 0.450 3.972 -0.52 -0.71 0.24 -0.45
O -0.084 1.602 3.307 0.29 0.42 -0.11 -0.35
H 0.520 0.143 4.640 0.18 0.04 0.06 0.58
H -1.859 -1.030 4.023 -0.02 -0.22 0.13 0.49
H -3.001 0.642 2.226 -0.23 0.04 -0.15 0.54
H -2.233 3.407 1.611 0.14 0.00 0.10 0.38
H -0.507 3.738 1.965 -0.19 -0.01 -0.02 0.45
C 0.709 2.095 -1.483 0.10 0.39 -0.10 -0.95
N 0.447 0.686 -1.262 -0.92 -0.32 -1.01 -0.02
C 0.946 0.083 -0.100 0.29 -0.59 0.71 0.38
C 0.303 -1.015 0.469 0.11 0.07 0.18 -0.21
C 0.820 -1.633 1.592 0.28 0.02 0.07 -0.60
C 1.983 -1.145 2.156 -0.01 0.07 -0.25 0.17
C 2.633 -0.049 1.624 -0.08 -0.30 0.24 -0.67
C 2.116 0.561 0.498 -0.24 0.01 -0.29 -0.47
H 2.624 1.422 0.099 0.06 0.13 -0.06 0.42
H 3.529 0.327 2.091 0.09 0.03 0.06 0.47
F 2.482 -1.742 3.261 -0.04 0.05 -0.02 -0.42
H 0.318 -2.476 2.038 -0.05 -0.08 0.07 0.48
H -0.627 -1.369 0.064 -0.03 -0.10 0.15 0.29
S -0.972 0.105 -1.972 0.42 0.04 -0.19 1.63
O -1.155 0.865 -3.171 0.15 0.03 -0.20 -0.88
O -2.054 0.124 -1.022 0.02 -0.36 0.08 -0.69
C -0.558 -1.575 -2.420 -0.07 0.47 0.18 -0.07
C 0.663 -1.816 -3.019 0.13 -0.01 -0.10 -0.30
C 0.977 -3.108 -3.406 -0.02 0.09 0.00 -0.76
C 0.066 -4.133 -3.199 -0.01 -0.02 0.01 -0.37
C -1.160 -3.875 -2.607 -0.01 0.06 -0.02 -0.73
C -1.478 -2.585 -2.214 -0.16 0.09 0.11 0.02
H -2.422 -2.347 -1.748 -0.12 -0.05 0.08 0.49
H -1.868 -4.674 -2.452 -0.07 -0.05 0.02 0.40
H 0.313 -5.139 -3.503 0.03 -0.09 -0.02 0.40
H 1.928 -3.315 -3.872 0.08 0.00 -0.03 0.40
H 1.348 -0.998 -3.173 0.16 0.05 -0.03 0.44
H 0.089 2.400 -2.328 0.19 0.16 0.08 0.56
H 1.757 2.266 -1.743 -0.14 0.01 0.10 0.37

---

# 3
7
Properties=species:S:1:pos:R:3:forces:R:3:mulliken_charge:R:1 method="wB97M-V/def2-TZVPD" homo_ha=-0.4060 smiles="O=CC(F)(Cl)Cl" lumo_energy_ev=-0.3761
C 0.087 -0.494 0.282 -0.22 0.04 -0.40 0.54
C -0.127 0.879 -0.428 -3.73 1.29 -0.90 -0.01
H 0.727 1.599 -0.348 -0.19 -0.79 -0.11 0.32
O -1.200 1.233 -0.925 3.00 -1.22 1.23 -0.41
F 1.197 -0.279 0.985 0.49 0.60 2.23 -0.19
Cl -1.292 -1.198 1.200 0.58 1.17 -0.01 -0.12
Cl 0.607 -1.741 -0.764 0.07 -1.10 -2.05 -0.13

---

# 4
170
Properties=species:S:1:pos:R:3:forces:R:3:mulliken_charge:R:1 method="wB97M-V/def2-TZVPD" homo_ha=-0.3131 smiles="CC1(C)CCCC(C)(C)N1O.CC1(C)CCCC(C)(C)N1O.CCOC(=O)C(F)(F)F.CCOC(=O)C(F)(F)F.CCOC(=O)C(F)(F)F.CCOC(=O)C(F)(F)F.CCOC(=O)C(F)(F)F.CCOC(=O)C(F)(F)F.CCOC(=O)C(F)(F)F.Fc1ccccc1" lumo_energy_ev=0.3756
C 6.169 2.907 -0.027 -0.48 -0.90 0.94 -2.27
C 5.135 1.771 -0.087 -0.06 1.03 0.47 1.91
C 4.795 1.454 1.373 -0.87 -0.30 0.58 -1.94
C 3.670 0.403 1.518 1.33 0.23 0.12 1.16
C 2.461 1.043 0.892 -0.55 -1.82 0.52 -1.87
C 2.704 1.538 -0.520 -0.68 -0.70 -0.96 3.15
N 3.912 2.346 -0.691 0.29 0.09 -0.01 0.83
O 4.077 2.571 -2.130 0.22 1.48 0.83 -0.52
C 2.777 0.286 -1.411 -1.41 -1.33 -0.31 -0.92
C 1.508 2.428 -0.844 -0.31 -1.12 -1.80 -2.41
C 5.871 0.603 -0.759 -1.03 0.30 -1.14 -1.67
H 5.763 3.760 0.497 -0.18 0.48 -0.33 0.37
H 6.491 3.067 -1.026 0.50 0.74 -0.76 0.53
H 6.987 2.538 0.593 0.28 0.12 -0.21 0.52
H 5.732 1.158 1.817 0.30 -0.40 0.37 0.58
H 4.447 2.333 1.952 0.34 0.04 -0.58 0.34
H 3.550 0.061 2.576 -0.16 0.40 -0.78 0.62
H 3.981 -0.444 0.929 -0.01 -0.66 0.02 -1.27
H 2.163 1.802 1.563 -0.44 1.30 0.55 0.28
H 1.598 0.308 0.871 0.77 0.78 -0.19 0.13
H 3.352 -0.561 -0.997 0.09 0.77 -0.03 -0.57
H 1.762 -0.210 -1.573 0.95 0.97 0.15 -0.02
H 3.184 0.552 -2.376 0.03 -0.12 -0.31 0.71
H 1.329 3.040 -0.020 -0.15 1.52 1.34 0.36
H 1.586 3.020 -1.770 0.22 -0.35 0.43 0.48
H 0.610 1.813 -0.924 -0.04 -0.16 -0.16 0.01
H 5.814 0.654 -1.860 -0.41 -0.10 0.39 0.28
H 5.641 -0.395 -0.410 -0.19 -0.14 0.09 0.03
H 6.881 0.828 -0.576 1.55 -0.31 0.43 0.62
H 4.064 3.573 -2.226 -0.02 -1.87 0.43 0.37
C 6.718 -5.049 2.136 0.16 -0.15 -0.09 -1.96
C 6.138 -4.837 0.760 -1.13 0.45 -1.59 1.46
C 5.807 -6.253 0.131 -0.30 1.01 0.46 -1.14
C 4.823 -6.224 -1.025 0.88 0.56 -0.69 -0.79
C 3.584 -5.456 -0.661 -2.00 -1.52 1.87 -1.20
C 3.822 -4.040 -0.104 0.57 0.99 -0.94 2.23
N 4.851 -3.994 0.922 2.35 -1.93 0.63 -0.06
O 5.253 -2.628 1.142 -0.28 -0.63 0.34 -0.35
C 4.177 -3.108 -1.265 0.40 -0.75 0.01 -2.03
C 2.600 -3.589 0.639 -0.88 1.04 0.19 -1.92
C 7.110 -4.138 -0.254 -0.89 -1.67 -1.10 -1.34
H 5.920 -5.476 2.770 0.57 0.22 -0.05 0.43
H 7.146 -4.138 2.557 -0.28 0.07 0.11 0.37
H 7.555 -5.746 2.032 -0.12 -0.13 0.23 0.41
H 6.739 -6.625 -0.240 0.75 -0.26 -0.16 0.49
H 5.475 -7.007 0.857 -0.14 0.48 0.22 0.35
H 4.736 -7.252 -1.364 -0.90 -0.24 0.14 0.42
H 5.252 -5.765 -1.927 0.27 0.20 0.28 0.37
H 3.048 -6.015 0.195 0.75 0.54 -1.04 0.31
H 2.804 -5.462 -1.466 0.80 0.43 0.47 0.41
H 3.291 -2.756 -1.733 -0.82 0.33 -0.55 0.63
H 4.768 -2.265 -0.937 0.06 0.11 -0.03 0.22
H 4.745 -3.694 -1.984 0.05 0.30 -0.32 0.52
H 2.641 -4.114 1.583 -0.46 -0.24 0.28 0.54
H 2.565 -2.490 0.898 0.15 -1.05 -0.59 -0.05
H 1.726 -3.879 0.060 -0.39 0.24 0.14 0.47
H 6.538 -4.141 -1.291 1.76 0.03 2.03 0.21
H 8.070 -4.742 -0.278 -1.07 0.76 -0.30 0.46
H 7.325 -3.127 0.035 0.09 0.46 0.08 0.29
H 5.101 -2.559 2.092 0.02 0.27 -0.09 0.29
F -3.886 2.870 -1.915 -0.80 0.92 -0.33 -0.58
C -3.115 1.815 -1.690 0.83 0.06 1.28 0.83
C -2.593 1.644 -0.428 -0.55 0.36 1.13 0.26
C -1.851 0.544 -0.087 0.33 -0.55 -1.24 0.00
C -1.517 -0.335 -1.136 0.51 0.23 0.38 -0.76
C -1.867 -0.059 -2.473 -0.66 0.55 2.29 -0.93
C -2.755 1.015 -2.702 1.75 -1.69 -0.76 -1.21
H -2.809 2.362 0.332 -0.33 0.59 0.37 0.50
H -1.501 0.375 0.935 -0.19 0.07 -0.41 -0.29
H -0.918 -1.170 -0.778 0.04 -0.21 -0.85 0.62
H -1.494 -0.659 -3.264 0.13 -0.47 -0.62 0.97
H -3.007 1.259 -3.689 -0.59 0.32 -1.27 0.46
C -1.835 5.331 -3.106 0.04 -0.17 0.56 -1.46
C -0.811 4.546 -2.323 -1.18 -1.01 -0.38 0.82
O 0.398 5.284 -2.165 -0.74 -0.22 1.15 -0.36
C 0.515 5.927 -1.001 1.37 0.20 -0.42 0.24
O -0.239 6.253 -0.136 -0.57 -0.65 -0.74 -0.54
C 2.008 6.275 -0.913 0.03 0.99 0.42 0.85
F 2.249 6.789 0.289 0.34 0.07 0.15 -0.26
F 2.804 5.222 -1.082 0.08 0.11 -0.19 -0.15
F 2.304 7.223 -1.833 0.12 -0.45 0.13 -0.30
H -2.663 4.637 -3.224 -0.34 0.24 -0.24 0.29
H -1.431 5.594 -4.074 -0.08 0.24 -0.25 0.35
H -2.163 6.218 -2.530 0.15 -0.39 -0.44 0.35
H -0.578 3.575 -2.795 0.28 0.66 -0.20 0.18
H -1.271 4.234 -1.380 0.48 0.47 0.34 -0.03
C -4.343 0.683 -6.914 -0.57 2.15 -0.01 -1.05
C -3.143 1.294 -7.603 0.26 0.71 0.18 -0.26
O -1.840 0.877 -7.098 -1.29 -0.87 -1.17 -0.35
C -1.279 1.596 -6.176 3.20 -3.43 -1.32 0.38
O -1.711 2.448 -5.534 -1.51 3.40 2.33 -0.43
C 0.184 0.958 -6.060 0.11 1.36 0.17 0.85
F 0.835 1.247 -4.952 0.02 1.12 0.81 -0.17
F 0.075 -0.346 -6.021 -0.05 -1.33 -1.02 -0.25
F 0.971 1.400 -7.087 -0.78 -0.72 0.34 -0.29
H -4.189 -0.335 -6.808 0.22 -2.22 -0.05 0.36
H -5.247 0.858 -7.563 0.86 -0.10 0.83 0.37
H -4.492 1.060 -5.900 -0.20 0.28 -0.18 0.21
H -3.074 2.394 -7.596 -0.63 -0.42 -0.12 0.34
H -3.172 0.906 -8.601 0.37 0.10 -0.71 0.30
C -1.346 -5.089 1.693 0.47 -0.49 -0.10 -0.84
C -1.514 -6.230 0.681 0.73 0.28 0.09 -0.28
O -2.476 -6.099 -0.398 0.49 0.84 0.36 -0.30
C -2.141 -5.217 -1.321 -0.39 -0.04 -0.82 0.37
O -1.248 -4.424 -1.414 0.18 -0.44 0.85 -0.50
C -3.119 -5.364 -2.498 0.44 -1.28 -0.85 0.85
F -4.377 -5.243 -2.111 -0.51 0.71 -0.06 -0.22
F -2.794 -4.469 -3.447 -0.73 -0.59 0.40 -0.23
F -3.043 -6.635 -3.040 0.33 1.29 0.27 -0.30
H -1.049 -4.141 1.281 0.34 0.21 -0.33 0.13
H -0.571 -5.478 2.366 0.11 0.26 -0.14 0.47
H -2.195 -4.886 2.326 -0.57 -0.29 -0.12 0.23
H -1.871 -7.053 1.270 -0.14 -0.72 -0.16 0.35
H -0.561 -6.492 0.159 -0.54 0.27 0.75 0.31
C -1.805 -0.541 6.568 0.93 2.10 0.22 -0.76
C -2.132 -1.672 5.675 -0.42 -0.84 -2.18 -0.14
O -3.277 -1.259 4.736 -0.45 -0.61 1.18 -0.27
C -3.175 -0.486 3.698 1.74 0.95 -0.94 -0.11
O -2.184 -0.093 3.118 -0.40 -0.57 0.63 -0.32
C -4.501 0.110 3.177 -2.35 -1.53 0.54 0.88
F -5.588 -0.526 3.715 0.79 0.48 -0.13 -0.30
F -4.604 1.392 3.545 0.34 -0.10 -0.55 -0.24
F -4.681 -0.027 1.835 0.81 0.57 0.90 -0.10
H -1.745 0.420 5.987 0.16 -0.98 0.19 0.09
H -0.757 -0.665 6.974 -1.35 0.02 -0.04 0.32
H -2.579 -0.302 7.324 0.59 -0.67 -0.10 0.34
H -2.538 -2.574 6.191 0.18 0.82 -0.53 0.25
H -1.303 -1.982 4.987 -0.60 0.42 0.77 0.26
C -7.202 3.169 0.590 -1.23 -0.40 -0.52 -1.45
C -5.729 3.509 0.825 -1.71 1.19 -1.59 1.10
O -5.753 4.841 1.388 0.32 0.85 -0.28 -0.37
C -4.569 5.330 1.731 -1.75 -0.28 0.96 0.15
O -3.534 4.761 1.614 0.94 0.20 -0.11 -0.30
C -4.794 6.701 2.462 1.34 0.49 0.15 0.82
F -3.670 7.011 3.148 -0.53 -0.07 -0.61 -0.23
F -4.974 7.640 1.492 -0.28 -0.49 1.01 -0.26
F -5.784 6.735 3.378 0.28 -0.17 -1.26 -0.24
H -7.695 3.669 -0.343 1.24 -0.73 1.67 0.32
H -7.860 3.388 1.464 0.69 0.06 -0.52 0.39
H -7.289 2.073 0.456 0.06 0.46 -0.16 0.33
H -5.244 3.515 -0.168 0.24 0.04 0.78 -0.24
H -5.212 2.941 1.547 0.41 -1.23 0.49 -0.07
C -0.177 4.605 2.623 0.65 1.74 -0.46 -0.96
C 0.014 3.254 3.144 -0.49 -0.97 -0.42 0.89
O 0.953 3.210 4.221 0.17 0.94 0.35 -0.38
C 1.082 2.083 4.844 -0.95 -2.86 -0.05 0.33
O 0.528 1.010 4.595 1.16 2.25 0.43 -0.46
C 1.973 2.232 6.099 -0.49 -0.91 0.11 0.90
F 3.026 3.018 5.927 -0.41 0.52 0.28 -0.23
F 1.115 2.700 7.071 1.37 -0.27 -0.54 -0.26
F 2.468 1.032 6.471 -0.64 0.64 0.11 -0.24
H -1.051 4.595 1.939 0.91 0.09 -0.01 0.02
H 0.791 4.940 2.188 -0.94 0.17 -0.21 0.18
H -0.447 5.330 3.399 0.08 -0.20 0.07 0.56
H 0.424 2.603 2.382 -0.26 -0.33 -0.25 -0.48
H -0.963 2.922 3.443 -0.20 -0.87 0.59 0.30
C -5.402 -0.824 -1.805 -0.69 -0.21 -2.00 -1.43
C -4.456 -1.627 -1.045 0.78 -0.34 1.62 1.12
O -5.304 -2.550 -0.234 0.09 1.55 -1.75 -0.29
C -4.657 -3.284 0.586 -1.22 -0.57 0.78 0.25
O -3.496 -3.462 0.703 1.70 0.05 -0.09 -0.25
C -5.629 -3.924 1.559 0.15 -0.83 2.32 0.60
F -6.890 -4.036 1.255 -0.94 0.13 -1.14 -0.27
F -5.194 -5.182 1.823 0.05 0.70 0.34 -0.24
F -5.638 -3.161 2.714 0.69 -0.81 -0.75 -0.19
H -5.950 -0.143 -1.161 -0.24 0.05 -0.26 0.22
H -6.030 -1.545 -2.356 -0.46 0.42 0.50 0.50
H -4.905 -0.326 -2.644 0.04 0.36 0.57 0.19
H -3.872 -1.044 -0.326 -0.21 -0.12 -0.04 -0.19
H -3.716 -2.162 -1.627 -0.23 -0.50 -0.20 0.13